[1]
# C2H8N2S

A structure of composition C2H8N2S (wB97M-V/def2-TZVPD, the OMol25 dataset).

Properties
* frontier orbital gap: 7.51 eV
* highest occupied orbital energy: -7.14 eV
* molar mass: 92.167 g/mol
* ΔE to the lowest compared entry with this formula, charge and spin: 0.537 eV
* net charge: 0
* LUMO energy: 0.3630 eV
* F_max: 0.774 eV/Å

Element x y z (Å)
S1 -0.635 2.495 -0.819
N1 0.514 -1.912 0.567
N2 1.083 0.157 -0.450
C1 0.286 -0.703 0.066
C2 -0.534 -2.668 1.246
H1 -0.336 -3.728 1.119
H2 -0.762 -0.409 0.117
H3 -0.397 2.838 0.461
H4 2.061 -0.028 -0.556
H5 1.448 -2.288 0.557
H6 0.557 1.203 -0.660
H7 -1.467 -2.473 0.722
H8 -0.615 -2.402 2.292

---

[2]
# C27H30F5N5O5SSeTeW

A structure of composition C27H30F5N5O5SSeTeW (wB97M-V/def2-TZVPD, the OMol25 dataset).

Properties
* frontier orbital gap: 5.66 eV
* highest occupied orbital energy: -1.73 eV
* molar mass: 1022.024 g/mol
* ΔE to the lowest compared entry with this formula, charge and spin: 0.352 eV
* net charge: -2
* LUMO energy: 3.9293 eV
* F_max: 1.322 eV/Å

Element x y z (Å)
W1 1.635 -0.544 0.972
Te1 3.458 -2.689 -1.380
Se1 -1.841 -5.047 -0.644
S1 3.153 -0.683 3.407
F1 1.561 -2.373 1.573
F2 2.155 -3.164 -2.773
F3 4.975 -3.386 -2.381
F4 3.668 -1.212 -2.523
F5 4.721 -1.686 -0.305
O1 1.661 -0.722 3.346
O2 3.357 -0.348 1.838
O3 3.667 0.436 4.159
O4 1.995 -1.392 -0.577
O5 3.787 -1.938 3.669
N1 -3.561 -2.401 -4.166
N2 0.214 0.182 -0.608
N3 1.129 1.412 1.880
N4 -0.363 -0.737 1.743
N5 2.559 1.099 -0.199
C1 2.009 3.404 -3.095
C2 2.127 2.429 2.271
C3 -0.743 -0.863 -1.032
C4 -4.346 -2.949 -3.237
C5 -3.902 -3.745 -2.195
C6 -2.576 -1.823 1.259
C7 -2.256 -2.683 -4.044
C8 -1.705 -3.470 -3.049
C9 -2.228 -0.525 -0.952
C10 -1.840 0.133 3.416
C11 -1.879 3.194 3.089
C12 -2.659 1.063 4.031
C13 0.061 2.096 -3.785
C14 0.627 1.022 -1.529
C15 -2.886 -0.576 0.427
C16 1.920 1.650 -1.221
C17 -0.829 0.276 2.444
C18 -0.108 1.547 2.278
C19 -0.092 1.209 -2.745
C20 3.667 1.861 0.361
C21 -2.753 2.433 3.858
C22 -2.532 -4.030 -2.058
C23 0.978 3.125 -3.970
C24 3.042 2.981 1.184
C25 -1.126 -1.988 1.773
C26 2.413 2.780 -1.928
C27 -0.726 2.816 2.440
H1 -2.732 -1.245 -1.602
H2 -4.607 -4.144 -1.476
H3 -2.403 0.465 -1.381
H4 -0.198 3.613 1.931
H5 -0.494 -1.130 -2.060
H6 2.642 4.241 -3.375
H7 4.329 2.229 -0.421
H8 -2.662 0.339 0.979
H9 -1.605 -2.243 -4.796
H10 3.819 3.565 1.688
H11 -1.101 -2.388 2.791
H12 -2.117 4.251 3.014
H13 -5.409 -2.729 -3.328
H14 3.304 3.222 -1.516
H15 -3.969 -0.557 0.267
H16 -0.536 -1.775 -0.483
H17 -0.938 0.553 -2.866
H18 2.490 3.661 0.530
H19 -0.602 -2.722 1.171
H20 -3.366 0.630 4.732
H21 -3.274 -1.856 2.100
H22 -0.676 1.979 -4.574
H23 2.746 1.951 3.032
H24 4.266 1.214 0.986
H25 -2.778 -2.716 0.658
H26 -2.022 -0.887 3.719
H27 -3.554 2.954 4.369
H28 0.881 3.734 -4.859
H29 -0.635 -3.634 -3.019
H30 1.614 3.253 2.764